Formula: C5H11NOS
Source: OMol25
Level of theory: ωB97M-V/def2-TZVPD

Values from the calculation:
energy = -19734.8394 eV
SMILES string = C[C@@H](CCS)NC=O
energy relative to the best compared isomer or geometry (same formula, charge and spin) = 52.0 kcal/mol
gap between HOMO and LUMO = 9.876 eV
multiplicity = 1

Last column: Löwdin charge in e.
Geometry (Å):
S 0.29 2.95 -1.51  0.6995
O -1.27 -3.47 -0.20  0.0501
N -0.19 -1.67 0.71  0.0550
C -0.21 -0.20 0.50  -0.4221
C 0.09 1.20 -1.59  -0.6061
C 0.79 0.30 -0.47  -0.2092
C -0.86 -2.36 -0.20  -0.4389
C -0.18 0.40 1.92  -0.0769
H 1.12 -0.59 -1.02  0.1071
H -1.32 0.16 0.11  0.1862
H 0.56 0.88 -2.59  0.0882
H 1.49 3.13 -0.95  -0.1497
H -0.08 1.53 1.92  0.0955
H 0.82 0.09 2.43  0.1032
H 1.78 0.74 -0.28  0.1133
H -1.01 -0.09 2.50  0.0884
H 0.22 -2.13 1.53  0.1623
H -1.14 -1.80 -1.10  0.1372
H -0.90 0.95 -1.71  0.0170


Formula: C5H11NOS
Source: OMol25
Level of theory: ωB97M-V/def2-TZVPD

Values from the calculation:
energy = -19736.3292 eV
SMILES string = O=CNCCCCS
energy relative to the best compared isomer or geometry (same formula, charge and spin) = 17.7 kcal/mol
gap between HOMO and LUMO = 9.968 eV
multiplicity = 1

Last column: Löwdin charge in e.
Geometry (Å):
S 2.42 2.03 -2.18  0.7008
O -2.69 -1.43 2.44  0.0086
N -1.53 -1.07 0.53  0.0178
C -2.37 -1.77 1.31  -0.3709
C -0.79 0.11 0.96  -0.1816
C 1.25 0.01 -0.59  -0.2862
C 0.72 -0.11 0.82  -0.1955
C 1.00 1.38 -1.24  -0.5803
H 0.94 -1.12 1.19  0.1168
H -1.36 -1.42 -0.40  0.1288
H 1.24 0.58 1.50  0.1172
H 0.80 2.12 -0.46  0.0641
H -1.03 0.24 2.00  0.1153
H -2.84 -2.63 0.82  0.1280
H 0.12 1.43 -1.88  0.0673
H -1.16 0.97 0.42  0.1169
H 2.04 1.65 -3.40  -0.1539
H 2.33 -0.14 -0.61  0.0806
H 0.90 -0.82 -1.21  0.1064


Formula: C5H11NOS
Source: OMol25
Level of theory: ωB97M-V/def2-TZVPD

Values from the calculation:
energy = -19733.1972 eV
SMILES string = C=C1CC1.CNSO
energy relative to the best compared isomer or geometry (same formula, charge and spin) = 89.9 kcal/mol
gap between HOMO and LUMO = 9.067 eV
multiplicity = 1

Last column: Löwdin charge in e.
Geometry (Å):
S 0.64 -0.28 -2.11  0.8458
O -0.19 -0.54 -3.59  -0.4589
N 0.96 -1.78 -1.57  -0.4819
C -1.74 1.69 1.23  0.0463
C -0.43 1.65 1.29  -0.3341
C 0.78 0.89 1.60  -0.1083
C -0.10 -2.60 -1.01  -0.1761
C 0.85 2.32 1.10  -0.1047
H -0.72 -3.07 -1.78  0.0768
H 1.08 0.10 0.93  0.0735
H 1.02 0.70 2.64  0.0997
H 1.14 3.10 1.79  0.0985
H -2.26 2.57 0.90  0.0534
H -0.73 -1.95 -0.40  0.0676
H -2.35 0.85 1.51  0.0531
H 0.33 -3.37 -0.38  0.0754
H -0.40 0.32 -3.95  0.0070
H 1.66 -2.30 -2.08  0.0742
H 1.20 2.48 0.09  0.0929


Formula: C5H11NOS
Source: OMol25
Level of theory: ωB97M-V/def2-TZVPD

Values from the calculation:
energy = -19735.9070 eV
SMILES string = C[C@@H](CCS)NC=O
energy relative to the best compared isomer or geometry (same formula, charge and spin) = 27.4 kcal/mol
gap between HOMO and LUMO = 10.094 eV
multiplicity = 1

Last column: Löwdin charge in e.
Geometry (Å):
S -0.02 -3.29 0.70  0.6693
O 0.33 2.97 -2.51  0.0217
N -0.28 1.83 -0.66  0.0241
C 0.45 -1.49 1.00  -0.5433
C 0.17 -0.50 -0.08  -0.2366
C 0.00 0.94 0.46  -0.3703
C 0.64 2.42 -1.48  -0.3613
C -1.19 1.08 1.43  -0.0350
H 1.69 2.26 -1.19  0.1344
H -0.18 -1.28 1.86  0.0361
H -1.28 0.32 2.21  0.0683
H -1.07 1.95 2.07  0.0849
H 1.46 -1.36 1.43  0.0847
H -2.03 1.19 0.75  0.0822
H 0.94 1.40 0.81  0.1436
H 0.68 -3.73 -0.36  -0.1677
H -0.70 -0.79 -0.69  0.1198
H -1.23 2.04 -0.94  0.1363
H 1.01 -0.43 -0.77  0.1088


Formula: C5H11NOS
Source: OMol25
Level of theory: ωB97M-V/def2-TZVPD

Values from the calculation:
energy = -19736.3927 eV
SMILES string = CCNC(=O)CCS
energy relative to the best compared isomer or geometry (same formula, charge and spin) = 16.2 kcal/mol
gap between HOMO and LUMO = 9.920 eV
multiplicity = 1

Last column: Löwdin charge in e.
Geometry (Å):
S -1.22 -3.46 1.57  0.6859
O -1.06 1.30 0.73  0.0641
N 0.04 0.36 -0.99  0.0478
C 0.69 1.64 -1.30  -0.2206
C 1.99 1.88 -0.51  -0.0743
C -1.52 -1.03 0.24  -0.1814
C -0.48 -1.89 0.98  -0.5537
C -0.88 0.33 0.01  -0.5234
H 2.84 2.12 -1.14  0.0603
H -0.03 2.40 -1.00  0.1019
H -1.83 -1.46 -0.70  0.1114
H 0.31 -0.34 -1.66  0.1373
H 0.84 1.69 -2.37  0.1073
H 0.36 -2.16 0.35  0.0607
H 2.20 1.06 0.16  0.0678
H -2.33 -0.84 0.93  0.1101
H -1.63 -3.03 2.77  -0.1506
H -0.15 -1.35 1.87  0.0785
H 1.85 2.79 0.07  0.0708


Formula: C5H11NOS
Source: OMol25
Level of theory: ωB97M-V/def2-TZVPD

Values from the calculation:
energy = -19732.0516 eV
SMILES string = C=C(SC)[C@H](N)CO
energy relative to the best compared isomer or geometry (same formula, charge and spin) = 116.3 kcal/mol
gap between HOMO and LUMO = 9.311 eV
multiplicity = 1

Last column: Löwdin charge in e.
Geometry (Å):
S 0.86 0.34 1.77  0.8084
O -0.57 -0.51 -2.75  -0.1622
N 0.16 1.66 -0.90  -0.0281
C 0.80 -0.26 -2.29  -0.2369
C 0.07 -0.49 0.20  -0.4350
C -1.11 -1.24 0.30  0.0478
C 0.74 0.27 -0.87  -0.5159
C -0.32 -0.14 3.04  -0.4977
H -1.57 -1.22 1.38  0.0653
H 1.07 2.32 -0.83  0.1263
H -0.75 0.60 -2.98  0.1918
H -1.41 0.36 3.18  0.0963
H 1.39 0.18 -3.12  0.1277
H -0.30 -1.25 2.81  0.0204
H 1.00 -1.33 -2.16  0.1159
H 0.08 0.01 4.13  0.0578
H -0.35 1.78 0.10  0.0940
H 1.78 0.44 -0.45  0.1031
H -1.57 -1.53 -0.57  0.0212